Record 1
This record from the OMol25 dataset describes a structure of composition C23H23F5IrN6O3S2. The level of theory is ωB97M-V/def2-TZVPD.

Structure (XYZ):
```
63
Properties=species:S:1:pos:R:3:forces:R:3:lowdin_spin:R:1
Ir -0.6703 0.4168 1.1485 0.189 -0.049 0.490 2.21
F 3.0437 -1.4040 -4.4953 -0.002 0.012 -0.024 0.00
C 2.5729 -1.3622 -3.2330 -0.010 -0.089 0.152 0.01
C 1.3685 -1.9597 -2.9059 0.184 0.042 0.068 0.00
F 0.6672 -2.5895 -3.8633 -0.062 -0.035 -0.077 0.00
C 0.8763 -1.9038 -1.6168 0.198 0.069 0.051 0.01
F -0.3075 -2.4933 -1.3718 -0.095 -0.036 0.038 0.00
C 1.5481 -1.2410 -0.5618 0.176 0.152 -0.368 0.01
O 1.0950 -1.1519 0.6355 -0.137 -0.033 0.130 0.10
C 2.7829 -0.6598 -0.9518 -0.134 -0.144 0.017 0.01
F 3.5133 -0.0076 -0.0210 -0.026 -0.006 0.059 0.00
C 3.2793 -0.7108 -2.2357 -0.064 -0.135 -0.065 0.00
F 4.4515 -0.1281 -2.5308 0.060 0.001 -0.009 0.00
N -4.2048 -3.3208 0.0572 -0.005 0.061 0.055 0.00
C -3.3477 -4.3217 0.6654 0.095 -0.021 0.049 0.00
C -2.1819 -3.6561 1.3893 -0.195 -0.233 0.041 0.00
O -1.5298 -4.2298 2.2364 -0.027 0.087 -0.222 0.00
O -1.9331 -2.4209 1.0245 0.083 -0.118 0.107 0.01
H -4.8562 -3.7119 -0.6057 0.028 0.006 -0.055 0.00
H -2.5891 -2.1356 0.3533 0.094 0.130 -0.023 0.00
H -4.7186 -2.7809 0.7431 -0.037 -0.030 -0.009 0.00
H -2.8962 -4.9223 -0.1283 -0.030 -0.030 0.019 0.00
H -3.8239 -5.0103 1.3703 0.007 0.061 0.011 0.00
C -2.8808 5.4872 0.9846 -0.004 0.057 0.035 0.00
C -3.1619 4.2198 0.2344 -0.015 -0.053 -0.132 0.00
C -3.4492 4.2183 -1.1279 -0.004 -0.081 0.060 0.01
C -3.6823 2.9805 -1.7024 0.028 0.134 0.000 0.00
N -3.6153 1.8440 -1.0256 -0.071 -0.009 -0.133 0.01
C -3.2930 1.9424 0.2686 0.011 -0.183 -0.025 0.04
S -3.0873 0.4501 1.1719 -0.093 0.026 0.070 0.23
N -3.0953 3.0898 0.9280 -0.023 0.140 0.011 0.01
H -3.4241 6.3347 0.5653 0.004 -0.007 -0.012 0.00
H -1.8132 5.7122 0.9376 0.010 -0.012 -0.003 0.00
H -3.1465 5.3574 2.0317 -0.006 0.005 0.002 0.00
H -3.4969 5.1314 -1.7048 0.008 0.013 0.000 0.00
H -3.9328 2.8976 -2.7569 0.001 -0.002 0.016 0.00
C 2.6824 0.4102 3.2997 -0.014 -0.004 0.031 0.00
N 2.1994 -0.9466 3.2702 0.000 -0.105 0.027 0.01
C 3.0510 -2.0445 2.8312 0.038 -0.018 0.048 0.00
C 2.0430 -3.1565 2.5051 0.013 -0.084 0.017 0.00
N 0.8055 -2.6384 3.0822 0.161 0.203 -0.026 0.01
C 0.9214 -1.3176 3.2995 -0.120 -0.074 -0.178 0.03
S -0.4060 -0.2685 3.5373 -0.036 -0.069 0.019 0.09
H 3.3183 0.5778 2.4301 -0.003 0.014 -0.016 0.00
H 3.2464 0.6029 4.2167 0.028 0.017 -0.036 0.00
H 1.8309 1.0850 3.2515 0.011 0.009 0.016 0.00
H 3.7378 -2.3344 3.6335 0.012 0.022 -0.029 0.00
H 3.6290 -1.7328 1.9604 -0.018 -0.009 -0.013 0.00
H 2.3221 -4.1084 2.9567 -0.026 0.004 0.008 0.00
H 1.9193 -3.2790 1.4281 0.031 0.001 0.050 0.00
H -0.0816 -2.9930 2.7359 -0.042 -0.063 0.191 0.00
N -0.0727 1.4733 -0.2422 -0.111 0.120 -0.352 0.78
C 0.7226 1.7662 -1.2827 0.028 0.047 0.047 0.10
C 0.4569 1.2079 -2.5560 0.013 0.190 0.004 0.10
C 1.2981 1.4607 -3.6204 -0.104 0.059 -0.018 0.00
C 2.4143 2.2779 -3.4651 0.059 0.062 -0.066 0.10
C 2.6792 2.8493 -2.2238 -0.004 0.019 0.023 -0.01
C 1.8505 2.6080 -1.1450 -0.035 -0.025 -0.090 0.10
H -0.4086 0.5660 -2.6590 -0.027 0.016 0.018 0.00
H 1.0908 1.0064 -4.5825 0.015 0.000 -0.013 0.00
H 3.0785 2.4574 -4.3011 0.001 -0.004 0.005 0.01
H 3.5522 3.4793 -2.0962 0.000 -0.006 -0.010 0.00
H 2.0582 3.0314 -0.1707 -0.008 -0.007 0.017 0.01
```
Forces are in eV/Å.

E	-77404.1555	eV
total charge	-1
lowest unoccupied orbital energy (spin up / spin down)	2.6 / 2.6	eV
molecular weight	782.8	Da
Kohn-Sham gap (spin up / spin down)	0.2077 / 0.2608	Eh
2S+1	5
<S²>	6.047
highest occupied orbital energy (spin up / spin down)	-0.11036 / -0.16637	Ha



Record 2
This record from the OMol25 dataset describes a structure of composition C23H23F5N4OSSiTcTe at a distorted geometry. The level of theory is ωB97M-V/def2-TZVPD.

Structure (XYZ):
```
60
Properties=species:S:1:pos:R:3:forces:R:3:lowdin_spin:R:1
Tc -0.8295 0.2477 -0.9513 -0.954 0.740 0.870 1.71
C 1.2483 -3.1227 -2.6344 -0.163 -0.191 0.112 0.00
C 0.5003 -4.1905 -2.1459 0.104 0.340 -0.021 0.02
C -0.7027 -3.9294 -1.5111 -0.182 0.559 0.068 0.00
C -1.1078 -2.6091 -1.3432 0.529 -0.456 -0.120 0.02
N -0.3292 -1.5662 -1.7489 0.059 -1.211 -0.349 0.01
C 0.8022 -1.8355 -2.4072 0.293 0.108 -0.153 0.03
C -2.4157 -2.1781 -0.8647 -0.781 0.196 0.301 0.01
C -3.5453 -2.9567 -0.6399 0.410 0.198 -0.038 0.00
C -4.7717 -2.3242 -0.4760 0.090 0.310 -0.009 0.01
C -4.8759 -0.9544 -0.6866 0.254 -0.038 0.105 0.00
C -3.7136 -0.2261 -0.9207 0.219 -0.383 0.104 0.01
N -2.5088 -0.8304 -0.8546 -1.086 -0.874 0.112 0.00
C -3.5790 1.1208 -1.4710 -0.428 0.839 -0.090 0.01
C -4.5831 2.0756 -1.5586 0.496 -0.484 0.107 0.00
C -4.3170 3.2625 -2.2318 0.304 0.009 -0.111 0.01
C -3.0879 3.4284 -2.8518 -0.196 -0.122 0.161 0.00
C -2.1243 2.4365 -2.7056 -0.125 0.559 -0.410 0.02
N -2.3502 1.3349 -2.0073 0.351 -0.049 -0.231 0.00
H 2.1638 -3.2766 -3.1823 0.079 -0.032 -0.032 0.00
H 0.8346 -5.2088 -2.2598 0.074 -0.103 -0.112 0.00
H -1.3320 -4.7327 -1.1639 -0.050 -0.080 0.039 0.00
H 1.3501 -0.9742 -2.7704 0.060 -0.051 0.012 0.00
H -3.4798 -4.0310 -0.6263 0.018 -0.154 -0.014 0.00
H -5.6554 -2.9041 -0.2588 -0.071 -0.062 -0.047 0.00
H -5.8411 -0.4750 -0.6985 -0.072 0.083 -0.040 0.00
H -5.5370 1.8975 -1.0898 -0.126 0.006 0.022 0.00
H -5.0604 4.0448 -2.2666 -0.063 0.016 -0.066 0.00
H -2.8586 4.3253 -3.4076 0.050 -0.013 -0.007 0.00
H -1.1476 2.5364 -3.1590 0.000 0.087 0.152 0.00
C 4.2751 0.1536 4.3384 -0.226 -0.066 -1.186 0.00
Si 3.9634 0.2609 2.4503 0.559 -0.109 1.067 0.01
C 4.1241 2.0766 1.8812 -0.049 -0.725 -0.022 0.01
C 4.9015 -1.0712 1.4649 -0.272 0.606 0.353 0.00
C 2.1156 -0.2806 2.2460 0.716 0.553 -0.601 0.07
C 1.3497 -0.7286 3.3111 -0.690 -0.144 0.048 0.00
C -0.0122 -0.9515 3.1438 0.561 -0.019 0.261 0.06
C -0.5686 -0.7785 1.8923 -0.060 -0.057 -0.366 0.03
N 0.1537 -0.4101 0.8339 -0.087 0.234 -0.098 0.03
C 1.4573 -0.1246 1.0249 0.020 -0.312 0.424 0.02
S 2.2887 0.6116 -0.3277 -0.126 -0.510 0.113 0.50
H 5.3118 0.3958 4.5452 0.194 0.068 0.051 0.00
H 4.0832 -0.8429 4.7248 0.024 -0.173 0.080 0.00
H 3.6474 0.8640 4.8695 -0.065 0.139 0.078 0.00
H 4.6891 2.6580 2.6054 0.077 -0.090 0.221 0.00
H 3.1514 2.5609 1.7839 0.013 0.001 0.021 0.00
H 4.6431 2.1811 0.9317 -0.046 0.008 -0.162 0.00
H 5.9765 -0.9414 1.5494 0.159 0.114 -0.042 0.00
H 4.6440 -1.0518 0.4081 0.031 0.023 -0.196 0.00
H 4.6743 -2.0667 1.8415 -0.132 -0.045 0.121 0.00
H 1.7979 -0.8643 4.2808 0.076 -0.002 0.170 0.00
H -0.6329 -1.2435 3.9745 -0.109 -0.049 0.072 0.00
H -1.6264 -0.9212 1.7282 -0.065 -0.063 -0.046 0.00
F -1.1565 1.8006 0.2208 -0.093 -0.761 -0.120 0.09
Te 0.7609 3.3393 -0.1835 0.224 4.702 -2.777 0.01
F -0.9603 4.2264 -0.5507 0.878 -0.712 0.803 0.00
F 0.6702 3.3891 -2.0900 -0.032 -0.395 0.909 0.01
F 2.7143 3.1261 -0.7363 -1.014 -0.443 0.758 0.04
F 1.3436 5.1389 -0.1290 -0.304 -1.021 0.425 0.00
O 1.0766 1.1084 -1.1394 0.745 -0.499 -0.675 0.23
```
Forces are in eV/Å.

E	-74012.3524	eV
total charge	+2
lowest unoccupied orbital energy (spin up / spin down)	-6.9 / -9.2	eV
molecular weight	752.2	Da
Kohn-Sham gap (spin up / spin down)	0.2967 / 0.1996	Eh
2S+1	4
<S²>	3.774
highest occupied orbital energy (spin up / spin down)	-0.54886 / -0.53880	Ha



Q: Which energy relative to the best compared isomer or geometry (same formula, charge and spin) values were calculated for the entries above? A: 25.5, 197.8, in kJ/mol.